#i
Molecular formula: C4H9NO3
Method: DFT, ωB97M-V/def2-TZVPD

Its spin multiplicity is 1. The net charge is 0. Its SMILES is NC(=O)CCC=O.O.

```
17
C4H9NO3 (ωB97M-V/def2-TZVPD)
N -2.401 0.763 -0.528
C -1.654 0.759 0.635
O -2.189 0.584 1.705
C -0.189 1.014 0.444
C 0.639 -0.183 0.852
C 2.118 -0.118 0.600
O 2.757 -1.112 0.356
H -1.941 0.747 -1.422
H -3.379 0.523 -0.506
H 0.053 1.879 1.086
H 0.010 1.414 -0.572
H 0.209 -1.159 0.535
H 0.539 -0.261 1.957
H 2.614 0.851 0.803
O 0.926 -2.260 -1.973
H 1.440 -1.706 -1.368
H 0.445 -1.737 -2.604
```

Atom charges from the Löwdin analysis, given in e for atoms 1 to 4: number 1, N, carries 0.156; number 2, C, carries -0.556; number 3, O, carries 0.066; number 4, C, carries -0.139

---

#ii
Molecular formula: C4H9NO3
Method: DFT, ωB97M-V/def2-TZVPD

Its spin multiplicity is 1. The net charge is 0. Its SMILES is O=C1NCCCO1.O.

```
17
C4H9NO3 (ωB97M-V/def2-TZVPD)
O 1.615 2.281 -0.257
C 0.817 1.363 -0.160
N 0.072 0.900 -1.181
C -0.973 -0.114 -1.128
C -0.970 -0.799 0.227
C -0.816 0.249 1.307
O 0.423 0.957 1.133
H 0.230 1.373 -2.059
H -1.950 0.359 -1.310
H -0.796 -0.837 -1.935
H -1.908 -1.349 0.377
H -0.134 -1.511 0.291
H -1.638 0.979 1.276
H -0.766 -0.193 2.308
O 2.607 -1.035 0.267
H 2.012 -0.892 1.080
H 2.175 -1.732 -0.237
```

Atom charges from the Löwdin analysis, given in e for atoms 1 to 4: number 1, O, carries 0.085; number 2, C, carries -0.547; number 3, N, carries 0.091; number 4, C, carries -0.177

---

Which of them is least stable? Easy: #i.

---

#i
Molecular formula: C2H2O
Method: DFT, ωB97M-V/def2-TZVPD

Its spin multiplicity is 1. The net charge is 0. Its SMILES is C=C=O.

```
5
C2H2O (ωB97M-V/def2-TZVPD)
C -0.724 0.026 -0.046
C 0.873 0.006 0.181
O 1.796 0.537 0.581
H -1.311 -0.747 0.300
H -0.633 0.178 -1.016
```

Atom charges from the Löwdin analysis, given in e for atoms 1 to 4: number 1, C, carries 0.054; number 2, C, carries -0.125; number 3, O, carries 0.164; number 4, H, carries -0.022

---

#ii
Molecular formula: C2H2O
Method: DFT, ωB97M-V/def2-TZVPD

Its spin multiplicity is 1. The net charge is 0. Its SMILES is C1=CO1.

```
5
C2H2O (ωB97M-V/def2-TZVPD)
C 0.353 0.426 -0.269
C -0.192 -0.446 0.521
O -0.407 -0.188 -1.100
H 1.344 0.964 -0.334
H -1.098 -0.756 1.182
```

Atom charges from the Löwdin analysis, given in e for atoms 1 to 4: number 1, C, carries -0.285; number 2, C, carries 0.077; number 3, O, carries -0.048; number 4, H, carries 0.138

---

Which of them is least stable? Easy: #ii.

---

#i
Molecular formula: CHN3O
Method: DFT, ωB97M-V/def2-TZVPD

Its spin multiplicity is 1. The net charge is 0. Its SMILES is N#[N+][O-].C#N.

```
6
CHN3O (ωB97M-V/def2-TZVPD)
N 1.298 0.449 0.281
N 1.425 -0.670 0.466
O 1.024 -1.742 0.232
C -1.123 0.859 -0.409
N -0.926 0.118 0.478
H -1.699 0.985 -1.048
```

Atom charges from the Löwdin analysis, given in e for atoms 1 to 4: number 1, N, carries 0.172; number 2, N, carries -0.297; number 3, O, carries 0.039; number 4, C, carries 0.034

---

#ii
Molecular formula: CHN3O
Method: DFT, ωB97M-V/def2-TZVPD

Its spin multiplicity is 1. The net charge is 0. Its SMILES is c1nnno1.

```
6
CHN3O (ωB97M-V/def2-TZVPD)
C -0.475 0.583 -0.877
N 0.037 -0.586 -0.959
N 0.600 -1.017 0.212
N 0.214 -0.134 1.175
O -0.243 0.949 0.470
H -1.170 1.068 -1.501
```

Atom charges from the Löwdin analysis, given in e for atoms 1 to 4: number 1, C, carries -0.110; number 2, N, carries -0.003; number 3, N, carries 0.016; number 4, N, carries 0.059

---

Which of them is least stable? Easy: #i.

---

#i
Molecular formula: C3H6N4O
Method: DFT, ωB97M-V/def2-TZVPD

Its spin multiplicity is 1. The net charge is 0. Its SMILES is [H]/N=C(/N)O/C=N\N=C.

```
14
C3H6N4O (ωB97M-V/def2-TZVPD)
H 1.607 0.023 2.071
N 1.485 -0.822 1.309
C 1.422 -0.206 0.185
N 1.801 -0.758 -0.990
O 1.289 1.271 -0.016
C -0.011 1.678 0.017
N -1.153 1.027 0.046
N -1.164 -0.398 -0.273
C -2.423 -0.774 0.061
H 1.719 -1.875 -1.216
H 1.514 -0.009 -1.733
H -0.131 2.881 -0.049
H -2.603 -2.022 0.148
H -3.351 -0.017 0.439
```

Atom charges from the Löwdin analysis, given in e for atoms 1 to 4: number 1, H, carries 0.129; number 2, N, carries 0.103; number 3, C, carries -0.603; number 4, N, carries 0.089

---

#ii
Molecular formula: C3H6N4O
Method: DFT, ωB97M-V/def2-TZVPD

Its spin multiplicity is 1. The net charge is 0. Its SMILES is [H]/N=C\N/N=C\C(N)=O.

```
14
C3H6N4O (ωB97M-V/def2-TZVPD)
H -3.179 -1.645 -0.315
N -3.528 -0.701 -0.031
C -2.632 0.200 0.046
N -1.248 0.003 -0.017
N -0.501 1.094 0.008
C 0.743 1.004 -0.018
C 1.546 -0.312 0.028
N 2.907 -0.161 -0.093
O 1.023 -1.441 0.110
H -2.725 1.235 0.345
H -0.638 -0.827 -0.166
H 1.393 1.878 -0.055
H 3.380 0.688 0.130
H 3.458 -1.014 0.027
```

Atom charges from the Löwdin analysis, given in e for atoms 1 to 4: number 1, H, carries 0.058; number 2, N, carries 0.071; number 3, C, carries -0.273; number 4, N, carries -0.016

---

#iii
Molecular formula: C3H6N4O
Method: DFT, ωB97M-V/def2-TZVPD

Its spin multiplicity is 1. The net charge is 0.

```
14
C3H6N4O (ωB97M-V/def2-TZVPD)
C 1.291 -0.865 0.155
C 1.719 1.651 -0.114
C -2.063 -1.226 -0.199
N -1.416 0.702 1.049
N 0.197 -0.408 -0.467
N 1.438 0.305 -0.549
N -1.240 -0.157 0.271
O 1.809 -1.629 0.896
H 1.285 1.849 0.876
H 2.677 1.844 -0.351
H 1.176 2.412 -0.780
H -1.615 -1.802 -0.925
H -3.021 -0.787 -0.515
H -2.236 -1.890 0.653
```

Atom charges from the Löwdin analysis, given in e for atoms 1 to 4: number 1, C, carries -0.514; number 2, C, carries -0.062; number 3, C, carries -0.030; number 4, N, carries 0.173

---

#iv
Molecular formula: C3H6N4O
Method: DFT, ωB97M-V/def2-TZVPD

Its spin multiplicity is 1. The net charge is 0.

```
14
C3H6N4O (ωB97M-V/def2-TZVPD)
C 0.410 -2.016 0.451
C 0.976 1.791 0.016
C 0.930 0.447 -2.167
N -0.244 -1.252 1.118
N 0.711 1.169 -0.964
N -0.908 -0.183 1.289
N -2.200 -0.337 1.831
O 0.993 2.322 1.045
H 1.288 -2.713 0.646
H 1.335 1.003 -2.971
H 1.754 -0.340 -1.889
H 0.089 -0.273 -2.176
H -2.920 -0.015 1.198
H -2.213 0.400 2.573
```

Atom charges from the Löwdin analysis, given in e for atoms 1 to 4: number 1, C, carries 0.066; number 2, C, carries -0.385; number 3, C, carries -0.107; number 4, N, carries -0.097

---

Which of them is least stable? Easy: #iii.

---

#i
Molecular formula: C3H6N4O
Method: DFT, ωB97M-V/def2-TZVPD

Its spin multiplicity is 1. The net charge is 0.

```
14
C3H6N4O (ωB97M-V/def2-TZVPD)
C -0.820 -0.884 -1.176
C -0.681 -1.076 0.108
C 0.238 -0.055 0.663
H 0.957 2.860 -0.827
H 1.952 1.489 0.899
H -0.369 0.776 -2.281
H -1.209 -1.614 -1.856
H -1.581 -1.823 1.831
H 0.235 -0.403 2.522
N 1.591 1.640 -0.576
N 0.313 0.885 -0.392
N 0.058 0.085 -1.635
N 0.712 0.124 1.794
O -1.396 -2.003 0.926
```

Atom charges from the Löwdin analysis, given in e for atoms 1 to 4: number 1, C, carries -0.079; number 2, C, carries -0.215; number 3, C, carries -0.418; number 4, H, carries 0.174

---

#ii
Molecular formula: C3H6N4O
Method: DFT, ωB97M-V/def2-TZVPD

Its spin multiplicity is 1. The net charge is 0.

```
14
C3H6N4O (ωB97M-V/def2-TZVPD)
C -2.716 1.067 0.278
C -1.815 -0.033 0.108
C 2.466 0.249 0.004
N -1.437 -1.183 0.380
N -0.387 -1.811 -0.190
N 0.749 -1.232 -0.244
N 1.100 -0.100 0.208
O -1.615 1.048 -0.659
H -3.698 1.046 -0.174
H -2.571 1.737 1.114
H 2.777 0.909 0.811
H 3.122 -0.632 -0.035
H 2.560 0.798 -0.937
H 1.463 -1.862 -0.665
```

Atom charges from the Löwdin analysis, given in e for atoms 1 to 4: number 1, C, carries -0.026; number 2, C, carries -0.386; number 3, C, carries -0.139; number 4, N, carries 0.076

---

#iii
Molecular formula: C3H6N4O
Method: DFT, ωB97M-V/def2-TZVPD

Its spin multiplicity is 1. The net charge is 0.

```
14
C3H6N4O (ωB97M-V/def2-TZVPD)
C 0.669 -0.356 -0.086
C -2.127 0.384 -0.205
C -1.708 -1.097 -0.225
H 3.722 0.096 1.053
H 2.403 1.490 -0.348
H 0.693 1.735 0.314
H -3.078 0.610 0.404
H -2.332 -1.877 -0.974
H -2.068 -1.182 0.903
N 3.096 0.098 -0.318
N 1.897 -0.806 -0.042
N 0.143 0.919 -0.415
N -1.130 1.233 0.022
O -0.179 -1.247 -0.083
```

Atom charges from the Löwdin analysis, given in e for atoms 1 to 4: number 1, C, carries -0.605; number 2, C, carries -0.136; number 3, C, carries -0.057; number 4, H, carries 0.173

---

#iv
Molecular formula: C3H6N4O
Method: DFT, ωB97M-V/def2-TZVPD

Its spin multiplicity is 1. The net charge is 0. Its SMILES is [H]/N=C\N=C\N(O)/C=N/[H].

```
14
C3H6N4O (ωB97M-V/def2-TZVPD)
H -0.726 -3.310 1.655
N 0.208 -3.067 1.944
C 0.460 -1.871 1.436
N -0.350 -1.091 0.636
C 0.253 -0.030 0.190
N -0.537 0.810 -0.521
O -1.739 0.259 -1.017
C -0.036 1.897 -1.291
N 1.115 2.337 -1.118
H 1.232 3.222 -1.594
H 1.359 -1.360 1.788
H 1.164 0.416 0.632
H -1.741 -0.664 -0.743
H -0.661 2.450 -1.996
```

Atom charges from the Löwdin analysis, given in e for atoms 1 to 4: number 1, H, carries 0.017; number 2, N, carries 0.082; number 3, C, carries -0.320; number 4, N, carries 0.044

---

Which of them is least stable? Easy: #iii.

---

#i
Molecular formula: C3H6N4O
Method: DFT, ωB97M-V/def2-TZVPD

Its spin multiplicity is 1. The net charge is 0. Its SMILES is [H]/N=c1\cc(N)on1N.

```
14
C3H6N4O (ωB97M-V/def2-TZVPD)
H 1.838 2.186 0.452
N 2.049 1.231 -0.066
C 0.833 0.757 -0.083
C -0.556 1.270 0.062
C -1.358 0.099 0.103
N -2.708 -0.074 -0.056
O -0.629 -1.001 0.086
N 0.727 -0.647 -0.393
N 1.743 -1.390 0.203
H -0.835 2.289 0.047
H -3.252 -1.019 -0.050
H -3.515 0.560 0.149
H 2.252 -0.883 0.896
H 2.356 -1.717 -0.488
```

Atom charges from the Löwdin analysis, given in e for atoms 1 to 4: number 1, H, carries 0.088; number 2, N, carries 0.069; number 3, C, carries -0.429; number 4, C, carries 0.035

---

#ii
Molecular formula: C3H6N4O
Method: DFT, ωB97M-V/def2-TZVPD

Its spin multiplicity is 1. The net charge is 0. Its SMILES is Nn1ccc(=O)n1N.

```
14
C3H6N4O (ωB97M-V/def2-TZVPD)
N 1.700 0.563 -0.795
N 0.286 0.493 -0.569
C -0.156 1.500 0.296
C -0.944 1.027 1.238
C -1.036 -0.456 1.085
O -1.766 -1.268 1.638
N -0.206 -0.707 -0.025
N -0.268 -1.786 -0.769
H 2.164 0.421 0.143
H 1.963 -0.226 -1.488
H 0.161 2.529 0.178
H -1.670 1.646 1.852
H 0.619 -2.164 -1.204
H -0.848 -1.572 -1.580
```

Atom charges from the Löwdin analysis, given in e for atoms 1 to 4: number 1, N, carries 0.047; number 2, N, carries -0.169; number 3, C, carries -0.105; number 4, C, carries 0.010

---

Which of them is least stable? Easy: #i.

---

#i
Molecular formula: C3H6N4O
Method: DFT, ωB97M-V/def2-TZVPD

Its spin multiplicity is 1. The net charge is 0. Its SMILES is N/N=c1\[nH]c(N)co1.

```
14
C3H6N4O (ωB97M-V/def2-TZVPD)
N 2.544 -1.012 0.151
N 2.034 0.427 -0.049
C 0.765 0.429 -0.178
N -0.143 -0.619 -0.166
C -1.504 -0.187 0.066
N -2.502 -1.155 0.076
C -1.386 1.197 0.114
O 0.007 1.512 -0.066
H 3.162 -0.714 1.104
H 3.410 -0.897 -0.646
H 0.442 -1.545 0.066
H -3.592 -0.813 -0.060
H -2.094 -2.129 -0.481
H -2.165 1.875 0.460
```

Atom charges from the Löwdin analysis, given in e for atoms 1 to 4: number 1, N, carries -0.094; number 2, N, carries -0.037; number 3, C, carries -0.515; number 4, N, carries 0.094

---

#ii
Molecular formula: C3H6N4O
Method: DFT, ωB97M-V/def2-TZVPD

Its spin multiplicity is 1. The net charge is 0. Its SMILES is [H]/N=C/N(O)/C=N\N=C.

```
14
C3H6N4O (ωB97M-V/def2-TZVPD)
H -3.628 0.133 -0.816
N -2.849 0.487 -0.221
C -2.060 -0.637 -0.572
N -0.732 -0.453 -0.223
O -0.210 -1.705 -0.008
C -0.287 0.823 -0.285
N 0.958 1.236 -0.114
N 1.722 0.162 0.355
C 2.926 0.519 0.894
H -2.371 -1.653 -1.216
H 0.724 -1.597 0.619
H -1.111 1.548 -0.489
H 3.595 -0.328 1.301
H 3.323 1.465 0.776
```

Atom charges from the Löwdin analysis, given in e for atoms 1 to 4: number 1, H, carries 0.021; number 2, N, carries 0.047; number 3, C, carries -0.163; number 4, N, carries -0.194

---

#iii
Molecular formula: C3H6N4O
Method: DFT, ωB97M-V/def2-TZVPD

Its spin multiplicity is 1. The net charge is 0.

```
14
C3H6N4O (ωB97M-V/def2-TZVPD)
C 2.092 -0.349 0.302
N 0.687 -0.625 0.462
C -1.592 -0.230 0.160
C -0.203 0.134 -0.068
N 0.007 1.229 -0.880
O -2.651 0.529 -0.274
N -1.055 -2.131 1.365
N -1.711 -1.296 0.907
H -3.134 0.055 -0.964
H 0.901 1.686 -0.802
H -0.782 1.843 -1.006
H 2.376 0.632 0.711
H 2.663 -1.105 0.838
H 2.400 -0.371 -0.751
```

Atom charges from the Löwdin analysis, given in e for atoms 1 to 4: number 1, C, carries -0.143; number 2, N, carries -0.009; number 3, C, carries -0.343; number 4, C, carries -0.391

---

#iv
Molecular formula: C3H6N4O
Method: DFT, ωB97M-V/def2-TZVPD

Its spin multiplicity is 1. The net charge is 0.

```
14
C3H6N4O (ωB97M-V/def2-TZVPD)
C 0.764 -0.710 0.076
C -0.823 1.128 0.435
C -1.604 -1.021 0.031
H 3.659 -0.157 -0.564
H 0.867 -1.856 0.248
H -1.864 1.274 1.525
H -0.641 2.846 0.259
H -1.500 -2.077 0.520
H -3.475 -1.277 -0.047
N 1.786 0.067 -0.024
N -0.519 -0.176 0.118
N 0.079 2.088 -0.365
N -2.802 -0.531 -0.453
O 2.891 -0.658 -0.016
```

Atom charges from the Löwdin analysis, given in e for atoms 1 to 4: number 1, C, carries -0.151; number 2, C, carries -0.220; number 3, C, carries -0.256; number 4, H, carries 0.184

---

Which of them is least stable? Easy: #iv.